Entry 1:
# C4H7BrN2P

An isolated ion of composition C4H7BrN2P and charge +1 at a distorted geometry (the ωB97M-V functional and the def2-TZVPD basis, the Open Molecules 2025 dataset).

ORCA input file:
```
! wB97M-V def2-TZVPD RIJCOSX def2/J DEFGRID3
* xyz 1 1
C -2.2968 -0.3095 0.4753
P -0.8595 -0.2158 -0.5378
C 0.4182 -1.8687 -0.2190
N 1.5715 -1.3518 -0.0770
C 1.9519 0.0497 -0.0028
Br 3.7959 0.1892 0.3673
C 1.2080 1.2072 -0.0362
N -0.1063 1.4351 -0.4943
H -3.1349 0.4060 0.2749
H -1.9235 -0.0998 1.5815
H -2.7312 -1.2184 0.0435
H -1.2836 -0.3263 -1.7456
H 2.2481 -2.1390 0.0991
H 1.7438 2.0045 0.2867
H -0.6016 2.2376 -0.0156
*
```

Properties
HOMO = -12.876 eV
molar mass = 193.992 Da
energy above the lowest of the compared OMol25 structures with the same formula, charge and spin = 4.326 eV
frontier orbital gap = 8.493 eV
energy = -3181.0912 hartree

***

Entry 2:
# C14H17InO5

C14H17InO5 as an isolated structure (the ωB97M-V functional and the def2-TZVPD basis, the Open Molecules 2025 dataset).

ORCA input file:
```
! wB97M-V def2-TZVPD RIJCOSX def2/J DEFGRID3
* xyz 0 1
In 0.0559 -0.3398 0.1561
O -3.9738 0.0625 -0.0086
C -2.8032 0.3329 -0.0798
O -1.8774 -0.1817 0.7254
C -2.3326 1.4633 -1.0022
C -1.3672 2.4212 -0.2811
C -1.2705 3.7536 -1.0187
C -0.4398 3.3687 -2.2720
C -0.1976 1.8794 -2.0463
O -0.0560 1.8218 -0.5817
C -1.4882 1.0725 -2.2774
C -1.1923 -0.4127 -2.5124
O -1.7032 -0.9889 -3.4374
O -0.2368 -0.9400 -1.7517
H -3.2374 1.9777 -1.3048
H -1.4969 2.4819 0.7923
H -0.7476 4.4886 -0.4093
H -2.2580 4.1455 -1.2559
H 0.5055 3.9080 -2.2997
H -0.9627 3.5453 -3.2103
H 0.6907 1.4679 -2.5092
H -2.0000 1.4050 -3.1728
C 3.8424 -0.2885 4.0481
C 3.7745 -1.3138 2.9088
C 3.6094 -2.7269 3.4897
C 5.0565 -1.2446 2.0676
C 2.6141 -1.0105 2.0505
C 1.6611 -0.7663 1.3469
H 4.6974 -0.5116 4.6918
H 2.9348 -0.3206 4.6532
H 3.9599 0.7228 3.6541
H 4.4646 -2.9644 4.1283
H 3.5544 -3.4688 2.6916
H 2.6990 -2.7954 4.0874
H 5.9209 -1.4765 2.6956
H 5.1912 -0.2463 1.6472
H 5.0207 -1.9630 1.2470
*
```

Properties
HOMO = -9.793 eV
molar mass = 380.103 Da
frontier orbital gap = 9.928 eV
energy = -1110.0055 hartree

***

Entry 3:
# C23H20GeNO3SW

C23H20GeNO3SW as an isolated structure at a distorted geometry (the ωB97M-V functional and the def2-TZVPD basis, the Open Molecules 2025 dataset).

ORCA input file:
```
! wB97M-V def2-TZVPD RIJCOSX def2/J DEFGRID3
* xyz 3 1
W -0.2060 0.6123 0.0065
O -1.2711 -0.9232 0.4801
N -0.7719 -2.1873 0.6932
C -1.6509 -3.2026 0.7577
C -1.1565 -4.4734 0.9326
C 0.2204 -4.6628 1.0351
C 1.0872 -3.5784 0.9694
C 0.5577 -2.3149 0.7938
S 1.4753 -0.8184 0.7667
H -2.6957 -2.9423 0.6614
H -1.8474 -5.3031 0.9852
H 0.6206 -5.6599 1.1669
H 2.1586 -3.7024 1.0499
C 2.6638 3.0749 -0.8831
Ge 1.9116 2.0603 0.5748
C -0.6538 2.5259 0.6479
C -1.9862 2.0894 0.5842
C -3.0259 2.8464 1.1279
C -2.7203 4.0721 1.6896
C -1.3993 4.5350 1.7300
C -0.3657 3.7652 1.2367
C 2.6849 2.0497 2.2816
C 3.9801 2.5750 2.2142
C 4.8577 2.5197 3.2952
C 4.4414 1.9160 4.4496
C 3.1369 1.3820 4.5885
C 2.7615 0.7813 5.8138
C 1.5037 0.2836 5.9962
C 0.5646 0.4110 4.9612
C 0.9093 0.9924 3.7638
C 2.2092 1.4674 3.5135
H 2.9621 4.0576 -0.5146
H 1.9418 3.1826 -1.6898
H 3.5483 2.5548 -1.2580
H -2.3382 1.1813 0.0621
H -4.0479 2.5004 1.0606
H -3.5141 4.6834 2.0997
H -1.1808 5.4970 2.1749
H 0.6441 4.1515 1.3368
H 4.3349 3.0281 1.2935
H 5.8514 2.9362 3.2121
H 5.1161 1.8479 5.2948
H 3.4914 0.7347 6.6122
H 1.2196 -0.1703 6.9355
H -0.4516 0.0757 5.1235
H 0.1131 1.1740 3.0656
O 0.5047 -0.3624 -1.8480
C -0.2530 0.3668 -2.5278
O -0.8582 1.2617 -1.8261
H -0.4068 0.2718 -3.6045
*
```

Properties
HOMO = -16.559 eV
molar mass = 646.934 Da
energy above the lowest of the compared OMol25 structures with the same formula, charge and spin = 0.214 eV
frontier orbital gap = 4.534 eV
energy = -3710.0314 hartree

***

Entry 4:
# C24H29FN4OS

One molecule with the formula C24H29FN4OS (the ωB97M-V functional and the def2-TZVPD basis, the Open Molecules 2025 dataset).

ORCA input file:
```
! wB97M-V def2-TZVPD RIJCOSX def2/J DEFGRID3
* xyz 0 1
C -3.2893 -1.9256 -1.2591
C -1.8547 -1.4644 -1.4289
O -1.5492 -0.3069 -1.6238
N -0.9486 -2.4608 -1.3361
C 0.4830 -2.2603 -1.3927
C 1.1851 -3.0868 -0.3115
C 2.6992 -3.1611 -0.5259
C 3.3677 -1.8209 -0.2362
C 2.9736 -1.3310 1.1549
N 1.5368 -1.2110 1.2016
C 0.9750 -0.3814 2.2567
C -0.0769 0.4723 1.6279
C -1.4382 0.3253 1.6541
N -1.9634 1.2406 0.7934
C -3.2810 1.4484 0.4081
C -3.5455 2.4477 -0.5317
C -4.8291 2.6971 -0.9692
C -5.8939 1.9557 -0.4813
C -5.6576 0.9576 0.4457
C -4.3682 0.7123 0.8776
F -4.2026 -0.2925 1.7769
N -0.9967 1.9575 0.2092
C 0.1471 1.5123 0.6820
C 1.4351 1.9980 0.2148
C 2.5134 2.3504 1.0768
C 3.6417 2.7119 0.4208
C 4.9491 3.1445 0.9838
S 3.4077 2.6214 -1.3004
C 1.7591 2.1058 -1.1069
C 0.9142 1.8403 -2.2973
C 0.8888 -2.4921 1.0683
H -3.4687 -2.1757 -0.2149
H -3.4910 -2.8027 -1.8690
H -3.9599 -1.1203 -1.5464
H -1.2710 -3.4063 -1.2005
H 0.6622 -1.1958 -1.2319
H 0.8582 -2.5429 -2.3844
H 0.7806 -4.1071 -0.3475
H 2.9165 -3.4791 -1.5476
H 3.1082 -3.9148 0.1524
H 3.0483 -1.0793 -0.9681
H 4.4523 -1.9232 -0.3002
H 3.4149 -0.3484 1.3346
H 3.3583 -2.0333 1.9206
H 1.7643 0.2433 2.6780
H 0.5463 -0.9819 3.0735
H -2.0402 -0.3462 2.2291
H -2.7016 3.0024 -0.9067
H -5.0016 3.4737 -1.6982
H -6.8999 2.1470 -0.8203
H -6.4593 0.3551 0.8438
H 2.4296 2.3653 2.1499
H 5.2005 4.1498 0.6464
H 5.7480 2.4761 0.6619
H 4.9048 3.1411 2.0707
H 0.0315 1.2739 -2.0093
H 1.4742 1.2909 -3.0533
H 0.5826 2.7791 -2.7422
H -0.1890 -2.3443 1.1740
H 1.2193 -3.2008 1.8540
*
```

Properties
HOMO = -7.750 eV
molar mass = 440.588 Da
energy above the lowest of the compared OMol25 structures with the same formula, charge and spin = 0.022 eV
frontier orbital gap = 8.491 eV
energy = -1724.2855 hartree